ORCA calculation (wB97M-V/def2-TZVPD) on a structure of composition C38H35CrN3O3PTe at a distorted geometry.

Results
Strongest force on any atom ... 1.2 eV/Å
Energy ... -3512.32844 hartree
Frontier orbital gap (spin up / spin down) ... 0.2069 / 0.2186 Eh
⟨S²⟩ ... 3.850

```
! RIJCOSX wB97M-V def2-TZVPD def2/J DEFGRID3
* xyz 2 4
Cr -0.7735 -0.8333 -0.4265
C 0.0340 -1.8242 -3.4215
O 0.0859 -2.0018 -1.9955
C 0.4963 -3.2674 -1.5379
C 0.9441 -4.2707 -2.3714
C 1.2945 -5.4940 -1.8119
C 1.1891 -5.6979 -0.4449
C 0.7587 -4.6705 0.3799
C 0.4175 -3.4458 -0.1693
N -0.0285 -2.3100 0.5912
N 0.1714 -2.4397 1.8685
C -0.2024 -1.5262 2.7377
C -1.0050 -0.3803 2.3975
O -1.2907 -0.0976 1.1732
C -1.4886 0.4695 3.4135
C -1.1070 0.2592 4.6996
C -0.2097 -0.7904 5.0895
C 0.2441 -0.8929 6.4160
C 1.1198 -1.8883 6.7742
C 1.5471 -2.8136 5.8138
C 1.1127 -2.7279 4.5075
C 0.2358 -1.7074 4.1250
H 1.0412 -1.8111 -3.8295
H -0.4537 -0.8740 -3.6046
H -0.5463 -2.6253 -3.8735
H 1.0342 -4.1261 -3.4394
H 1.6454 -6.2877 -2.4593
H 1.4448 -6.6591 -0.0174
H 0.6733 -4.8032 1.4486
H -2.1330 1.2919 3.1299
H -1.4786 0.9229 5.4748
H -0.1015 -0.1720 7.1497
H 1.4742 -1.9613 7.7949
H 2.2268 -3.6069 6.1021
H 1.4518 -3.4414 3.7676
O -2.8303 -2.2040 -1.2134
N -2.3815 -0.9578 -1.6277
C -3.0087 -0.3541 -2.5547
C -2.6333 0.8999 -3.1995
C -3.4473 1.2542 -4.2783
C -3.2200 2.4160 -4.9904
C -2.1664 3.2385 -4.6259
C -1.3436 2.8903 -3.5602
C -1.5555 1.7244 -2.8349
P -0.5408 1.4792 -1.3078
C 1.1086 2.0162 -1.8321
C 1.9644 2.8475 -1.1185
C 3.2295 3.1364 -1.6121
C 3.6693 2.5694 -2.7956
C 2.8352 1.7093 -3.5036
C 1.5658 1.4381 -3.0253
C -1.4113 2.6949 -0.2622
C -0.9626 3.9854 0.0002
C -1.7455 4.8583 0.7483
C -2.9882 4.4626 1.2143
C -3.4603 3.1858 0.9246
C -2.6750 2.3077 0.1982
H -3.6333 -2.4543 -1.6982
H -3.9010 -0.8393 -2.9476
H -4.2690 0.6040 -4.5613
H -3.8603 2.6782 -5.8223
H -1.9864 4.1621 -5.1627
H -0.5229 3.5430 -3.2875
H 1.6735 3.2686 -0.1732
H 3.8751 3.8055 -1.0591
H 4.6595 2.7940 -3.1732
H 3.1711 1.2649 -4.4321
H 0.9064 0.8046 -3.6066
H -0.0301 4.3476 -0.3984
H -1.3800 5.8567 0.9538
H -3.5999 5.1511 1.7832
H -4.4442 2.8787 1.2593
H -3.0525 1.3130 -0.0082
C 3.1240 0.5572 3.3583
Te 2.1736 0.5986 1.4595
C 3.2302 -1.0726 0.6807
H 3.0415 -0.4353 3.7988
H 2.6290 1.2896 3.9937
H 4.1651 0.8354 3.2171
H 4.2963 -0.8599 0.6975
H 2.9018 -1.2304 -0.3471
H 3.0062 -1.9546 1.2804
*
```

From a natural (NBO) analysis of the wavefunction, the atomic charges in e read: 1.33 -0.24 -0.56 0.23 -0.26 -0.17 -0.19 -0.20 0.11 -0.41 -0.12 0.09 0.42 -0.70 -0.27 -0.04 -0.11 -0.14 -0.20 -0.16 -0.19 -0.03 0.22 0.20 0.21 0.24 0.24 0.24 0.25 0.24 0.24 0.23 0.24 0.24 0.23 -0.53 -0.22 0.14 -0.07 -0.16 -0.18 -0.14 -0.18 -0.32 0.92 -0.40 -0.19 -0.14 -0.18 -0.20 -0.20 -0.38 -0.19 -0.19 -0.17 -0.22 -0.12 0.49 0.22 0.23 0.25 0.25 0.24 0.23 0.23 0.24 0.23 0.21 0.22 0.24 0.24 0.23 0.19 -0.85 0.49 -0.86 0.23 0.24 0.24 0.24 0.22 0.23



ORCA calculation (wB97M-V/def2-TZVPD) on a structure of composition C38H35N4O2RhS2Si at a distorted geometry.

Results
Strongest force on any atom ... 2.4 eV/Å
ΔE to the lowest compared entry with this formula, charge and spin ... 306.9 kJ/mol
Energy ... -3034.97520 hartree
Frontier orbital gap (spin up / spin down) ... 0.2202 / 0.2216 Eh

```
! RIJCOSX wB97M-V def2-TZVPD def2/J DEFGRID3
* xyz 0 1
Rh -0.4782 0.1536 1.1665
C -1.1335 0.3053 5.8457
C 0.1896 0.2218 6.3168
C 1.2151 0.1710 5.4072
C 0.9481 0.2401 4.0256
N -0.3465 0.3601 3.5940
C -1.3297 0.3674 4.4840
C 1.9464 0.2378 2.9948
C 3.3322 0.2153 3.2532
C 4.2497 0.3786 2.2410
C 3.8254 0.5747 0.9325
C 2.4653 0.5238 0.6415
C 1.5376 0.3218 1.6390
H -1.9727 0.3197 6.5231
H 0.3851 0.1976 7.3776
H 2.2334 0.0729 5.7521
H -2.3301 0.4210 4.0779
H 3.6800 0.0852 4.2660
H 5.3075 0.3673 2.4647
H 4.5321 0.7536 0.1365
H 2.1568 0.6664 -0.3849
C 5.6090 -0.4287 -5.1685
C 4.3052 -0.1078 -4.4982
C 3.9433 -0.7214 -3.3036
C 2.6938 -0.5080 -2.7419
C 1.8140 0.3598 -3.3593
C 2.1757 1.0223 -4.5164
C 3.4124 0.7835 -5.0886
S 0.0744 0.4294 -2.9017
O -0.3921 -0.9160 -3.0995
O -0.5627 1.4677 -3.6745
N -0.0542 0.7606 -1.2968
C -0.0545 1.9977 -0.8133
C 0.2544 3.1830 -1.5192
C 0.2277 4.3812 -0.8569
C -0.0988 4.4158 0.5042
C -0.3707 3.2311 1.1465
N -0.3554 2.0545 0.5194
H 6.2257 -1.0650 -4.5376
H 6.1606 0.4792 -5.4096
H 5.4224 -0.9546 -6.1052
H 4.6395 -1.3884 -2.8141
H 2.4030 -1.0363 -1.8477
H 1.4571 1.6915 -4.9619
H 3.6771 1.2782 -6.0122
H 0.4779 3.1131 -2.5695
H 0.4589 5.2940 -1.3839
H -0.1408 5.3493 1.0399
H -0.6022 3.1984 2.2043
S -0.6797 -4.1836 2.7397
C -0.8569 -2.4692 2.6740
N -0.4773 -1.8867 1.5431
C -0.0328 -2.8108 0.6437
C 0.4187 -2.5465 -0.6507
C 0.8435 -3.5944 -1.4383
C 0.8232 -4.9033 -0.9645
C 0.3649 -5.1916 0.3148
C -0.0558 -4.1429 1.1056
H -1.2305 -1.9416 3.5228
H 0.3772 -1.5326 -1.0161
H 1.1821 -3.3868 -2.4414
H 1.1569 -5.7082 -1.6002
H 0.3296 -6.2060 0.6803
C -3.4931 1.9119 1.8291
Si -2.9211 0.2231 1.0258
C -3.8012 -1.1960 2.0352
C -3.8682 0.2196 -0.6536
C -3.2623 0.1423 -1.8995
C -4.0069 0.1924 -3.0662
C -5.3835 0.3120 -3.0067
C -6.0061 0.3724 -1.7712
C -5.2570 0.3296 -0.6105
H -4.5540 1.8572 2.0499
H -3.3440 2.7291 1.1310
H -2.9766 2.1646 2.7481
H -4.8716 -1.0208 2.0166
H -3.5008 -1.2560 3.0746
H -3.6230 -2.1663 1.5838
H -2.1945 0.0339 -1.9776
H -3.5008 0.1413 -4.0181
H -5.9680 0.3542 -3.9155
H -7.0822 0.4516 -1.7172
H -5.7659 0.3873 0.3395
*
```

From a Mulliken analysis of the wavefunction, the atomic charges in e read: 0.06 -1.15 -0.60 -1.23 0.35 1.04 -0.58 0.87 -0.94 -0.96 -0.93 -0.26 0.90 0.48 0.44 0.41 0.43 0.39 0.39 0.54 0.80 -1.53 1.05 -1.45 -0.51 0.34 -0.53 -0.90 1.61 -0.74 -0.71 0.43 0.19 -1.28 -0.58 -1.03 -0.69 0.56 0.35 0.37 0.33 0.34 0.54 0.56 0.40 0.53 0.44 0.43 0.53 -0.31 -0.58 0.94 -1.91 1.67 -0.66 -0.64 -0.46 0.75 0.44 -0.71 0.55 0.40 0.42 -1.63 1.61 -1.39 0.28 0.60 -0.63 -0.59 -0.62 -0.63 0.50 0.34 0.41 0.49 0.35 0.28 -0.18 0.46 0.37 0.39 0.19



ORCA calculation (wB97M-V/def2-TZVPD) on a structure of composition C38H35N5PV.

Results
Strongest force on any atom ... 0.3 eV/Å
ΔE to the lowest compared entry with this formula, charge and spin ... 17.2 kJ/mol
Energy ... -3028.09958 hartree
Frontier orbital gap (spin up / spin down) ... 0.2444 / 0.2122 Eh
⟨S²⟩ ... 0.769

```
! RIJCOSX wB97M-V def2-TZVPD def2/J DEFGRID3
* xyz 1 2
V 0.1655 -0.1134 -0.2020
C -2.4900 -1.4512 -3.5520
C -1.3674 -0.9464 -2.8746
N -1.1864 -1.0659 -1.5752
C -2.1242 -1.7670 -0.8546
C -3.2963 -2.2787 -1.4460
C -3.4594 -2.0943 -2.8385
C -4.2324 -2.9648 -0.6377
C -3.9766 -3.1263 0.6936
C -2.7889 -2.6405 1.2801
C -1.8426 -1.9799 0.5324
N -0.5921 -1.5149 0.9532
C 0.3376 -2.4291 1.4655
C 0.1547 -3.3181 2.4979
C 1.1577 -4.2410 2.8537
C 2.3468 -4.2929 2.1841
C 2.5821 -3.3971 1.1166
C 3.7694 -3.4035 0.3486
C 3.9032 -2.5307 -0.6909
C 2.8685 -1.6173 -0.9511
N 1.7617 -1.5475 -0.2400
C 1.5887 -2.4585 0.7745
H -2.5713 -1.3151 -4.6211
H -0.5991 -0.4219 -3.4330
H -4.3473 -2.4798 -3.3238
H -5.1351 -3.3561 -1.0878
H -4.6908 -3.6459 1.3187
H -2.6299 -2.7883 2.3379
H -0.7668 -3.3089 3.0603
H 0.9720 -4.9210 3.6750
H 3.1106 -5.0127 2.4488
H 4.5517 -4.1134 0.5875
H 4.7876 -2.5215 -1.3124
H 2.9677 -0.9140 -1.7711
N -1.6163 1.2877 -0.1069
C -1.5703 2.1913 -1.2673
C -0.1536 2.7021 -1.4360
N 0.7768 1.5582 -1.6248
H -2.4708 0.7376 -0.1218
H -1.6438 1.8491 0.7386
H -2.2487 3.0418 -1.1643
H -1.8768 1.6328 -2.1530
H 0.1543 3.2301 -0.5307
H -0.1034 3.4041 -2.2706
H 1.7264 1.8980 -1.5126
H 0.7121 1.2278 -2.5848
C 2.1004 -1.3108 5.6604
C 1.1705 -0.2834 5.6396
C 0.9827 0.4713 4.4879
C 1.7225 0.1968 3.3437
C 2.6642 -0.8324 3.3767
C 2.8554 -1.5789 4.5259
P 1.5514 1.0783 1.7489
C 0.7134 2.6504 2.1760
C -0.6113 2.5983 2.6220
C -1.3378 3.7591 2.8372
C -0.7561 4.9975 2.5893
C 0.5535 5.0609 2.1417
C 1.2874 3.8968 1.9401
C 3.2827 1.6135 1.4992
C 4.0402 2.1076 2.5623
C 5.3394 2.5389 2.3555
C 5.9033 2.4777 1.0863
C 5.1646 1.9813 0.0247
C 3.8597 1.5528 0.2360
H 2.2451 -1.8935 6.5605
H 0.5936 -0.0550 6.5262
H 0.2719 1.2854 4.5056
H 3.2716 -1.0365 2.5030
H 3.5938 -2.3696 4.5344
H -1.0729 1.6320 2.8102
H -2.3558 3.6986 3.2008
H -1.3216 5.9055 2.7501
H 1.0145 6.0222 1.9553
H 2.3118 3.9668 1.5979
H 3.6086 2.1515 3.5552
H 5.9169 2.9222 3.1863
H 6.9207 2.8103 0.9294
H 5.6054 1.9177 -0.9617
H 3.2970 1.1271 -0.5832
*
```

From a Mulliken analysis of the wavefunction, the atomic charges in e read: -0.10 -1.04 -0.20 0.41 0.90 0.64 -0.80 -0.89 -0.94 -0.53 -0.52 1.18 0.27 -0.66 -1.18 -0.94 1.07 -0.90 -1.20 -0.30 0.59 0.31 0.43 0.38 0.46 0.42 0.41 0.53 0.33 0.41 0.45 0.47 0.44 0.60 -0.57 -0.65 -0.38 -0.48 0.35 0.06 0.54 0.31 0.03 0.51 0.23 0.32 -0.82 -0.66 -0.70 0.43 -0.44 -0.74 2.85 1.13 -1.51 -0.54 -0.74 -0.69 -1.00 0.12 -0.36 -0.85 -0.55 -1.09 0.25 0.41 0.46 0.44 0.52 0.46 0.59 0.46 0.43 0.44 0.39 0.47 0.44 0.42 0.46 -0.22